Molecular formula: C6H6N2O2
Method: DFT, the ωB97M-V functional and the def2-TZVPD basis

XYZ file:
```
16
Properties=species:S:1:pos:R:3:forces:R:3
C -2.72142 0.30925 0.58326 -2.2 0.6 0.9
C -2.34479 -0.85091 0.44469 -5.0 1.8 4.3
C -0.43895 -0.60193 -0.41843 7.4 4.1 0.1
C -0.33267 0.85732 -0.26122 1.1 -0.9 -0.8
C 0.89864 1.44140 -0.19730 -2.6 0.3 -0.1
C 2.09375 -0.59884 0.11063 0.0 -0.9 0.3
H -3.21639 1.25612 0.75480 0.3 -0.8 0.3
H -2.01394 -1.84808 0.41374 -2.5 -2.6 4.4
H 0.88160 -2.20309 -0.31186 0.2 0.7 0.3
H -1.30084 1.30710 -0.31372 0.3 0.9 -0.3
H 0.94970 2.51254 -0.30631 0.3 0.1 0.3
H 2.99375 1.30130 -0.04867 -2.3 -1.5 0.3
N 0.84042 -1.18345 -0.17048 -0.8 -1.7 -0.4
N 2.04756 0.77603 -0.01008 3.4 0.6 -0.2
O -1.41812 -1.22244 -0.68992 3.8 -1.8 -8.6
O 3.08168 -1.25231 0.42086 -1.3 1.0 -0.7
```
Forces are in eV/Å.

Computed properties:
- max |F| (eV/Å) = 9.609
- orbital gap (Eh) = 0.2648

Molecular formula: C4H6OS
Method: DFT, the ωB97M-V functional and the def2-TZVPD basis

XYZ file:
```
12
Properties=species:S:1:pos:R:3:forces:R:3
C 0.47036 -0.92375 -0.32939 -1.7 -0.5 1.8
C 0.11727 0.02506 -1.40154 1.8 2.0 1.5
C -0.74953 0.12004 -0.13912 -0.4 -3.7 -1.4
C -0.61678 1.22310 0.71126 0.0 6.1 5.2
H 0.99853 -1.04521 1.94687 0.9 0.1 -1.0
H 0.14456 -1.99149 -0.37729 -0.2 1.3 -0.7
H -0.22617 -0.56799 -2.19802 -0.7 0.4 -1.5
H 0.81311 0.98101 -1.50551 -1.6 -2.4 -0.3
H -1.76158 -0.35602 0.03858 1.2 0.6 -1.1
H 0.51221 1.32632 1.49049 -3.1 -0.3 -2.6
O -1.50907 2.11085 0.95059 3.5 -3.9 -1.3
S 1.80710 -0.90193 0.81308 0.2 0.3 1.2
```
Forces are in eV/Å.

Computed properties:
- max |F| (eV/Å) = 8.081
- orbital gap (Eh) = 0.3550